The following is a DFT calculation (the ωB97M-V functional and the def2-TZVPD basis) of a molecular structure, C20H29BrClN5O4W.

As for the total charge: +2. Its HOMO energy (spin up / spin down) is -14.14 / -14.41 eV. As for the energy: -121228.7585 eV. The value obtained for the frontier orbital gap (spin up / spin down) is 0.2576 / 0.2615 Eh. Its LUMO energy (spin up / spin down) is -7.1 / -7.3 eV.

XYZ file:
```
61
Properties=species:S:1:pos:R:3:forces:R:3
W -1.4106 0.5429 0.7152 -1.6415 -0.3306 1.5038
Cl -1.1173 0.6482 5.2961 0.0493 0.0511 -0.0909
C -2.1068 -0.6006 4.5002 -0.0132 -0.0340 0.0098
C -2.0643 -0.3218 3.0281 -0.2062 -0.0578 0.6096
O -1.0538 -0.6852 2.3257 1.0410 0.1125 -0.3626
O -2.9286 0.3443 2.4362 -0.1047 0.4290 -0.7560
H -3.1195 -0.5066 4.8757 -0.0546 -0.0802 -0.0253
H -1.6644 -1.5627 4.7363 -0.0692 -0.0827 -0.0454
C -0.8299 -1.6264 -2.1316 -0.1305 -0.1103 -0.0609
N -1.7437 -2.5408 -1.4558 0.2795 -0.1246 -0.0238
C -1.3809 -3.9600 -1.5494 0.0055 0.1079 0.0100
C -2.6942 -2.1116 -0.6291 -0.1740 0.2670 -0.0702
N -2.6363 -0.8918 -0.0394 0.0799 0.1855 -0.3247
N -3.7482 -2.8929 -0.3585 -0.0967 -0.1583 -0.0218
C -4.5932 -2.6690 0.8176 0.0310 -0.0259 -0.1591
C -4.2989 -3.8315 -1.3478 0.0035 0.0860 0.1102
H -0.6056 -2.0383 -3.1145 -0.0208 -0.0161 -0.0146
H 0.1022 -1.5337 -1.5759 0.0545 0.0040 0.0259
H -1.2870 -0.6531 -2.2653 -0.0333 0.0736 0.0450
H -0.3017 -4.0416 -1.4226 0.0123 0.0032 -0.0019
H -1.6500 -4.3795 -2.5177 -0.0011 0.0000 -0.0151
H -1.8620 -4.5271 -0.7591 -0.0033 0.0047 0.0012
H -3.5571 -0.6262 0.2978 -0.0472 -0.2227 0.1402
H -3.9985 -2.3134 1.6540 0.0276 0.0136 0.0210
H -5.0421 -3.6190 1.0971 0.0015 -0.0182 0.0000
H -5.3989 -1.9609 0.6084 -0.0054 0.0062 0.0026
H -3.8290 -3.6837 -2.3144 0.0012 0.0152 0.0059
H -5.3637 -3.6264 -1.4518 -0.0105 0.0043 0.0094
H -4.1724 -4.8652 -1.0286 0.0110 -0.0083 -0.0020
Br -0.1418 2.4507 2.4527 0.1768 -0.0437 -0.0114
C 0.2353 3.6639 1.0188 0.0395 0.0143 0.0401
C 1.1760 4.6460 1.2337 0.0545 0.0871 -0.0836
C 1.5275 5.4667 0.1642 0.0145 0.0229 0.0186
C 0.9790 5.2723 -1.0961 -0.0121 -0.0204 0.0077
C 0.0385 4.2720 -1.2974 0.0173 0.1311 -0.0528
C -0.3629 3.4840 -0.2276 -0.1556 0.0542 0.0875
C -1.3931 2.4503 -0.3882 -0.2157 0.5040 -0.1074
O -1.4169 1.5624 -1.2780 0.3326 -0.5535 -0.0412
O -2.3082 2.2678 0.5668 0.2607 0.0243 -0.1168
H 1.6342 4.7740 2.2059 -0.0182 0.0054 -0.0302
H 2.2458 6.2603 0.3249 0.0001 -0.0287 -0.0127
H 1.2752 5.9072 -1.9203 -0.0128 -0.0092 0.0241
H -0.4136 4.1185 -2.2698 0.0132 0.0150 0.0309
N 0.5089 0.2466 0.2182 0.1421 -0.2840 -0.2499
C 1.5889 0.4849 -0.1564 0.4865 0.0767 0.0098
N 2.7740 0.7505 -0.5489 0.1011 -0.0551 -0.1513
C 3.7642 1.4332 0.3422 -0.1321 -0.0806 -0.1676
C 4.7972 0.4136 0.7890 0.0207 -0.0425 -0.0604
C 5.4544 -0.2551 -0.4215 -0.0754 0.0045 0.0102
C 4.4082 -0.9121 -1.3262 0.0207 0.0378 0.0699
C 3.3593 0.0968 -1.7632 -0.0145 0.0779 0.2712
H 3.2286 1.8998 1.1665 -0.0541 -0.0466 0.0183
H 4.2231 2.2157 -0.2637 -0.0213 0.0458 0.0043
H 4.3097 -0.3409 1.4135 0.0199 0.0251 0.0352
H 5.5375 0.9212 1.4083 0.0212 -0.0228 -0.0129
H 6.1728 -1.0023 -0.0875 0.0153 0.0163 -0.0064
H 6.0129 0.4934 -0.9924 0.0093 -0.0268 0.0110
H 3.9155 -1.7290 -0.7894 0.0174 -0.0136 -0.0391
H 4.8725 -1.3385 -2.2162 0.0105 0.0007 0.0185
H 2.5504 -0.3440 -2.3411 -0.0395 -0.0198 0.0104
H 3.8029 0.9033 -2.3475 -0.0079 0.0101 -0.0443
```
Positions in Å, forces in eV/Å.



The following is a DFT calculation (the ωB97M-V functional and the def2-TZVPD basis) of a molecular structure, C20H29BrClN6O4S3V.

As for the total charge: +1. Its HOMO energy (spin up / spin down) is -10.02 / -10.01 eV. Its expectation value of S² is 0.846. As for the energy: -179095.9130 eV. The value obtained for the frontier orbital gap (spin up / spin down) is 0.2448 / 0.2622 Eh. Its LUMO energy (spin up / spin down) is -3.4 / -2.9 eV. As for the spin multiplicity: 2.

XYZ file:
```
65
Properties=species:S:1:pos:R:3:forces:R:3
V -0.1891 0.9945 0.6015 -0.3022 -0.7309 -0.6534
C -0.7149 -4.2556 2.5467 -0.0432 -0.0202 -0.0110
N 0.2375 -3.2018 2.2428 0.1559 0.1238 0.0592
C 1.2847 -3.0232 3.2409 -0.0102 0.0384 -0.0209
C 0.1228 -2.3373 1.2322 0.0195 -0.2235 0.0395
O 0.9189 -1.4067 1.0463 -0.3007 0.0299 -0.0159
C -1.0463 -2.5112 0.2675 0.0065 0.2248 -0.0761
O -0.9563 -1.5683 -0.7716 -0.0478 0.0417 -0.0242
C -0.1286 -1.8858 -1.8509 -0.0914 0.1553 0.1295
C 0.9718 -0.8494 -2.0190 0.0904 -0.1827 -0.0051
O 1.1057 0.1103 -1.2518 -0.3368 0.3011 0.3606
N 1.7899 -1.0383 -3.0612 0.0970 0.1290 -0.0141
C 1.5977 -2.1104 -4.0303 -0.1269 -0.0788 0.0237
C 2.8685 -0.0942 -3.3311 0.0107 0.0484 -0.0004
H -0.1964 -5.2145 2.5949 -0.0281 -0.0040 -0.0176
H -1.5028 -4.3182 1.8029 0.0255 -0.0063 0.0315
H -1.1727 -4.0624 3.5185 -0.0261 0.0051 -0.0220
H 1.8427 -3.9527 3.3584 -0.0118 -0.0006 -0.0025
H 0.8386 -2.7523 4.1998 -0.0030 -0.0113 -0.0102
H 1.9537 -2.2320 2.9218 0.0179 0.0023 -0.0083
H -1.9753 -2.2781 0.7903 -0.0048 -0.0855 0.0320
H -1.0885 -3.5288 -0.1300 -0.0261 -0.0161 0.0174
H -0.7457 -1.8772 -2.7559 0.0850 -0.1043 -0.0713
H 0.3205 -2.8786 -1.7535 0.0099 -0.0096 -0.0111
H 1.5806 -3.0917 -3.5559 0.0324 0.0201 0.0074
H 2.4262 -2.0933 -4.7316 0.0231 0.0087 0.0101
H 0.6717 -1.9777 -4.5940 0.0335 -0.0004 -0.0184
H 2.8913 0.6594 -2.5503 -0.0003 -0.0042 0.0007
H 2.7117 0.3893 -4.2971 -0.0057 -0.0055 0.0088
H 3.8249 -0.6170 -3.3538 -0.0160 -0.0192 -0.0028
S -3.4730 1.3078 3.7675 0.2484 -0.0245 -0.2259
C -2.1790 1.3131 2.7758 -0.5491 0.2180 0.6806
S -1.7184 2.5825 1.6970 0.3687 -0.0635 -0.1843
S -0.9839 0.0821 2.6415 0.0243 -0.1499 0.1890
Cl 1.9927 2.8755 -0.7952 0.6395 0.3521 -0.3587
C 0.4876 2.9674 0.1353 -0.4764 0.0320 0.0636
H -0.2382 3.4951 -0.4806 0.0121 -0.0228 -0.0102
H 0.7099 3.5820 1.0001 -0.0258 -0.1033 0.0709
Br 5.4541 1.9808 4.0700 -0.0971 -0.0495 -0.0609
C 3.8642 1.6506 3.1244 -0.0514 -0.0041 -0.0041
C 2.6612 2.1785 3.5760 0.1177 -0.0208 -0.0188
C 1.5211 1.9303 2.8457 0.0859 0.1212 0.1224
N 1.5186 1.2056 1.7149 0.9061 0.1828 0.4436
C 2.6832 0.6989 1.2963 0.0873 -0.1484 -0.0012
C 3.8748 0.8876 1.9703 0.0639 0.0626 0.1184
H 2.6140 2.7715 4.4773 -0.0377 0.0063 -0.0120
H 0.5745 2.3384 3.1705 -0.0567 -0.0372 -0.0672
H 2.6559 0.1103 0.3929 -0.0376 0.0423 -0.0012
H 4.7917 0.4561 1.5972 -0.0260 -0.0112 -0.0474
C -5.0356 1.3038 -0.2438 -0.0676 -0.0783 0.1750
N -3.8354 1.5080 -1.0526 0.0516 -0.0213 0.0692
C -3.8195 2.2771 -2.1552 0.1466 0.0384 -0.1196
C -2.6723 2.5084 -2.8394 -0.0418 0.0134 -0.0129
C -1.4622 2.0062 -2.2871 -0.1678 -0.0949 0.0132
N -1.4732 1.2980 -1.1535 0.0584 0.2608 -0.1324
C -2.6557 0.9334 -0.5870 -0.6866 -0.0387 -0.3725
O -2.6839 0.1353 0.3323 0.2094 -0.0883 -0.0511
N -0.2985 2.2223 -2.9070 0.0122 -0.0348 0.1366
H -5.8990 1.6968 -0.7732 0.0402 0.0202 -0.0578
H -4.9220 1.8128 0.7140 0.0286 -0.0110 -0.0196
H -5.1672 0.2427 -0.0493 -0.0171 0.0073 -0.0448
H -4.7690 2.6880 -2.4693 -0.0187 -0.0213 0.0005
H -2.6679 3.0889 -3.7484 -0.0240 0.0146 0.0144
H -0.2500 2.8897 -3.6563 -0.0175 0.0199 -0.0050
H 0.5578 1.9778 -2.4277 0.0720 0.0057 -0.0246
```
Positions in Å, forces in eV/Å.